1.
138
Properties=species:S:1:pos:R:3:forces:R:3 method="wB97M-V/def2-TZVPD" mol_weight_g_mol=1475.33 largest_force_ev_per_a=1.34 homo_lumo_gap_ev="7.0 / 6.3" charge=0 spin_multiplicity=2
Tc 0.337 -0.567 0.010 -0.049 0.984 -0.903
O -3.307 2.543 -1.950 0.176 0.110 -0.027
C -2.449 3.583 -2.155 -0.046 -0.090 -0.012
C -2.915 4.621 -2.956 -0.016 0.111 -0.047
C -2.106 5.706 -3.242 0.001 -0.025 -0.007
C -0.810 5.770 -2.735 -0.054 -0.005 -0.024
C -0.355 4.743 -1.929 -0.018 0.071 0.087
C -1.164 3.650 -1.609 0.183 0.054 -0.143
C -0.521 2.576 -0.773 -0.079 0.124 -0.261
O 0.396 1.883 -1.668 -0.288 0.187 0.162
N -1.456 1.684 -0.153 0.165 -0.353 -0.056
N -0.796 0.906 0.845 -0.097 -0.095 0.674
C -1.364 1.126 2.101 0.053 -0.084 -0.290
C -1.112 0.619 3.288 0.273 0.022 0.004
Br -0.167 -2.351 1.783 -0.062 -0.403 0.275
C -0.908 0.358 4.556 -0.122 -0.088 0.004
C -1.338 -0.854 5.289 -0.043 0.131 -0.008
C -1.091 -0.962 6.657 -0.005 -0.004 0.046
C -1.455 -2.104 7.360 -0.014 0.036 -0.075
C -2.074 -3.157 6.699 0.032 0.037 -0.054
C -2.336 -3.050 5.336 -0.008 -0.011 0.034
C -1.974 -1.907 4.639 -0.197 -0.111 -0.052
H -2.786 1.755 -1.711 -0.092 0.091 0.038
H -3.919 4.539 -3.360 0.088 0.012 0.033
H -2.484 6.498 -3.880 0.033 -0.043 0.067
H -0.166 6.611 -2.963 -0.047 -0.055 0.002
H 0.658 4.775 -1.529 -0.145 -0.008 -0.059
H 0.115 3.036 -0.014 0.229 0.015 0.069
H -2.173 2.257 0.280 -0.147 0.079 0.027
H -2.230 1.789 2.088 -0.082 0.010 -0.031
H -0.349 1.080 5.152 0.106 -0.032 -0.026
H -0.617 -0.135 7.176 0.033 -0.033 -0.005
H -1.259 -2.168 8.424 0.012 0.000 -0.031
H -2.345 -4.057 7.239 -0.007 0.062 -0.025
H -2.820 -3.869 4.813 0.048 0.085 0.030
H -2.169 -1.826 3.576 -0.018 -0.030 0.078
F -0.740 -6.682 -3.446 0.129 -0.435 -0.211
C -0.959 -5.497 -2.912 0.350 -0.065 0.032
C -2.234 -5.013 -2.823 -0.452 0.467 0.166
F -3.241 -5.738 -3.282 -0.273 -0.114 -0.079
C -2.455 -3.767 -2.257 -0.142 -0.348 -0.147
F -3.716 -3.357 -2.219 -0.296 0.165 -0.021
C -1.430 -2.991 -1.751 -0.484 0.506 0.096
P -1.695 -1.293 -1.064 0.112 0.234 0.140
C -3.143 -1.489 0.023 0.018 -0.047 0.079
C -3.458 -2.714 0.607 -0.055 0.012 -0.002
C -4.551 -2.826 1.453 0.044 0.038 0.074
C -5.321 -1.710 1.755 0.046 -0.018 0.020
C -4.998 -0.481 1.198 0.016 -0.021 -0.039
C -3.918 -0.373 0.333 -0.005 0.043 0.021
C -2.372 -0.442 -2.535 0.019 -0.173 -0.097
C -3.732 -0.400 -2.845 -0.081 -0.026 -0.095
C -4.164 0.227 -4.008 0.036 -0.079 0.064
C -3.246 0.806 -4.873 -0.032 -0.008 0.013
C -1.890 0.751 -4.581 0.031 -0.014 0.055
C -1.459 0.128 -3.418 -0.060 0.051 -0.149
C -0.163 -3.499 -1.872 0.739 -0.335 -0.177
Br 1.361 -2.525 -1.305 0.308 -0.305 -0.014
C 0.086 -4.735 -2.444 0.151 0.321 0.163
F 1.322 -5.211 -2.563 0.207 -0.027 0.008
H -2.857 -3.589 0.394 0.011 0.027 0.064
H -4.794 -3.788 1.888 0.012 0.027 -0.007
H -6.165 -1.798 2.428 0.030 -0.003 -0.039
H -5.594 0.394 1.427 0.037 -0.023 -0.012
H -3.691 0.586 -0.117 -0.048 -0.089 0.050
H -4.457 -0.850 -2.181 0.012 0.014 -0.028
H -5.223 0.261 -4.235 0.046 0.007 0.029
H -3.587 1.303 -5.775 0.020 -0.037 0.061
H -1.163 1.198 -5.249 -0.104 -0.066 0.086
H -0.403 0.091 -3.191 -0.069 -0.036 -0.074
C 5.810 -1.941 3.587 0.091 -0.039 0.291
Si 5.432 -2.154 1.775 -0.201 0.085 0.039
C 6.301 -0.813 0.828 0.099 0.200 -0.163
C 5.981 -3.823 1.164 0.101 -0.281 -0.082
C 3.564 -2.075 1.509 0.041 0.080 -0.054
Te 2.717 -0.112 1.342 0.039 -0.200 -0.228
C 2.387 0.091 3.427 0.020 -0.124 0.105
Si 2.844 1.813 3.999 0.013 -0.051 0.032
C 1.716 3.063 3.198 -0.172 0.168 -0.180
C 2.730 1.851 5.856 0.017 0.094 0.306
C 4.593 2.200 3.487 0.324 0.020 -0.072
H 6.893 -1.847 3.734 -0.171 -0.013 0.029
H 5.456 -2.787 4.189 0.038 0.155 -0.081
H 5.341 -1.027 3.971 0.095 -0.104 -0.008
H 7.351 -1.077 0.650 -0.136 0.052 0.053
H 6.274 0.131 1.383 0.004 -0.040 -0.090
H 5.833 -0.641 -0.147 0.051 -0.014 0.118
H 7.054 -3.987 1.323 -0.164 0.029 -0.021
H 5.783 -3.903 0.088 0.037 -0.034 0.122
H 5.433 -4.625 1.671 0.075 0.047 -0.084
H 3.000 -2.537 2.320 -0.063 -0.085 -0.036
H 3.309 -2.620 0.597 -0.016 0.073 0.035
H 3.030 -0.658 3.902 -0.042 0.059 -0.071
H 1.349 -0.177 3.619 0.061 -0.034 0.002
H 0.803 3.228 3.774 -0.005 -0.052 -0.054
H 1.412 2.728 2.197 0.008 0.062 0.098
H 2.229 4.025 3.094 -0.071 -0.066 0.003
H 1.779 1.437 6.200 0.044 0.046 0.021
H 2.821 2.873 6.245 -0.011 -0.163 -0.035
H 3.534 1.250 6.297 -0.111 0.074 -0.033
H 4.699 2.181 2.396 0.027 0.037 0.129
H 5.306 1.480 3.908 -0.071 0.102 -0.068
H 4.882 3.199 3.838 -0.029 -0.140 -0.040
C 0.918 0.688 -1.365 -0.087 -0.297 0.477
Ge 2.523 0.890 -2.620 -0.042 -0.059 -0.128
C 4.230 -0.090 -2.544 0.137 -0.204 0.066
C 4.411 -1.473 -2.694 0.141 0.213 0.053
C 5.684 -2.030 -2.766 -0.031 0.050 0.012
C 6.807 -1.217 -2.703 -0.036 0.034 -0.053
C 6.650 0.156 -2.569 -0.058 -0.043 -0.035
C 5.378 0.712 -2.490 0.018 -0.144 0.116
C 3.026 2.747 -2.274 0.027 0.261 0.098
C 3.509 3.594 -3.273 0.003 -0.020 0.105
C 3.864 4.910 -2.990 -0.022 -0.033 0.006
C 3.755 5.397 -1.696 -0.031 -0.071 0.036
C 3.294 4.562 -0.682 0.025 -0.062 -0.036
C 2.930 3.253 -0.973 0.131 0.216 -0.201
C 1.849 0.705 -4.446 -0.150 -0.010 -0.189
C 1.421 1.808 -5.192 0.012 -0.100 0.035
C 0.959 1.652 -6.497 0.094 -0.034 0.047
C 0.893 0.387 -7.066 0.030 -0.027 0.047
C 1.285 -0.724 -6.326 -0.003 0.050 0.060
C 1.763 -0.563 -5.030 0.028 0.098 -0.130
H 3.564 -2.138 -2.764 -0.084 -0.021 -0.033
H 5.795 -3.104 -2.883 -0.023 0.078 0.019
H 7.799 -1.650 -2.758 -0.052 0.019 0.003
H 7.521 0.799 -2.517 -0.035 -0.015 0.001
H 5.283 1.785 -2.367 0.040 -0.100 -0.027
H 3.622 3.227 -4.288 0.001 0.009 0.028
H 4.225 5.554 -3.785 -0.010 -0.045 0.051
H 4.034 6.420 -1.475 -0.012 -0.013 0.005
H 3.212 4.931 0.335 0.005 -0.016 -0.058
H 2.556 2.627 -0.174 -0.013 -0.081 0.073
H 1.435 2.800 -4.751 -0.016 -0.071 -0.026
H 0.642 2.520 -7.064 0.010 -0.024 0.024
H 0.528 0.265 -8.079 0.021 -0.002 0.049
H 1.223 -1.715 -6.761 0.007 0.057 0.022
H 2.079 -1.443 -4.476 -0.017 0.070 -0.030

=====

2.
138
Properties=species:S:1:pos:R:3:forces:R:3 method="wB97M-V/def2-TZVPD" mol_weight_g_mol=1480.36 largest_force_ev_per_a=1.24 homo_lumo_gap_ev="6.5 / 6.8" charge=+2 spin_multiplicity=2
W 0.155 -0.491 0.316 0.120 -1.212 -0.208
Cl 0.114 -3.384 6.662 -0.001 -0.011 -0.004
C -0.252 -2.913 5.045 0.040 0.057 0.023
C -1.370 -3.393 4.432 -0.029 -0.017 -0.070
C -1.706 -3.016 3.106 0.141 -0.099 0.088
I -3.326 -3.928 2.205 -0.140 0.094 -0.056
C -0.909 -2.132 2.431 -0.112 0.113 -0.058
O -1.147 -1.658 1.184 -0.118 0.412 0.147
C 0.275 -1.672 3.051 -0.025 -0.016 -0.050
N 1.066 -0.885 2.265 -0.119 0.134 0.077
C 2.222 -0.465 2.749 0.025 0.040 0.060
C 2.652 -0.782 4.044 -0.016 -0.002 -0.015
C 1.862 -1.559 4.851 -0.003 0.028 0.001
C 0.635 -2.040 4.355 -0.007 -0.096 0.046
H -2.013 -4.082 4.962 0.003 0.002 0.006
H 2.823 0.150 2.094 -0.003 -0.009 -0.009
H 3.606 -0.408 4.386 -0.005 0.007 0.007
H 2.170 -1.815 5.856 0.012 -0.010 -0.006
C -5.008 6.948 2.487 -0.004 0.002 0.003
C -4.341 5.682 2.035 0.021 0.012 0.006
C -2.975 5.491 2.240 -0.016 0.010 -0.002
C -2.348 4.332 1.821 -0.022 0.006 0.008
C -3.093 3.346 1.183 -0.043 -0.014 0.083
C -4.452 3.515 0.962 -0.010 0.013 -0.030
C -5.065 4.680 1.391 0.007 -0.007 -0.020
S -2.179 1.935 0.621 0.236 0.166 0.065
O -1.758 2.204 -0.787 -0.097 -0.028 0.070
C -3.442 0.685 0.645 -0.123 0.106 0.093
C -3.857 0.374 1.964 -0.023 -0.026 0.017
C -4.874 -0.498 2.165 0.016 -0.030 -0.002
C -5.463 -1.173 1.064 0.029 -0.095 0.046
C -6.506 -2.106 1.270 0.035 -0.003 0.010
C -7.033 -2.808 0.225 -0.002 0.003 -0.030
C -6.541 -2.592 -1.079 -0.029 -0.014 0.018
C -5.553 -1.677 -1.306 0.034 0.018 0.002
C -4.979 -0.939 -0.242 0.018 -0.031 -0.036
C -3.972 0.072 -0.456 0.076 -0.074 0.001
C -3.720 0.517 -1.864 0.051 -0.004 -0.005
C -4.824 1.150 -2.528 -0.056 0.029 0.018
C -6.036 1.454 -1.847 0.017 -0.014 0.005
C -7.072 2.061 -2.492 -0.013 0.026 -0.029
C -6.974 2.398 -3.860 -0.019 -0.005 0.040
C -5.825 2.135 -4.541 0.044 -0.019 -0.001
C -4.726 1.518 -3.892 -0.014 0.021 -0.007
C -3.519 1.288 -4.584 0.049 -0.014 0.000
C -2.449 0.750 -3.940 -0.067 0.036 -0.050
C -2.556 0.363 -2.585 0.074 -0.010 0.016
S -1.008 -0.298 -1.924 -0.039 0.028 -0.236
O -0.943 -1.711 -2.610 -0.080 -0.038 0.151
C 0.232 0.627 -2.832 0.038 -0.064 -0.007
C 0.255 2.017 -2.827 0.026 0.042 -0.011
C 1.237 2.661 -3.556 0.001 -0.014 -0.007
C 2.190 1.955 -4.292 -0.001 0.019 0.016
C 3.254 2.680 -5.062 -0.001 -0.002 -0.008
C 2.137 0.565 -4.275 0.063 -0.042 0.034
C 1.174 -0.107 -3.540 0.039 0.044 0.025
H -4.668 7.235 3.482 -0.001 0.003 0.000
H -6.091 6.843 2.509 0.000 -0.001 0.000
H -4.764 7.769 1.810 0.002 -0.004 -0.002
H -2.398 6.259 2.740 -0.004 0.001 0.001
H -1.285 4.197 1.984 0.007 -0.020 0.013
H -5.030 2.747 0.464 0.018 0.024 0.018
H -6.127 4.815 1.226 -0.001 -0.004 0.003
H -3.389 0.882 2.801 -0.005 0.008 -0.012
H -5.239 -0.703 3.163 0.006 -0.005 0.000
H -6.871 -2.260 2.279 0.002 -0.008 -0.004
H -7.829 -3.521 0.389 0.004 0.002 0.001
H -6.963 -3.144 -1.908 -0.001 0.001 0.001
H -5.222 -1.500 -2.319 0.020 0.009 0.004
H -6.144 1.200 -0.802 -0.012 -0.004 -0.020
H -7.981 2.287 -1.951 -0.002 -0.005 -0.001
H -7.810 2.870 -4.358 0.003 0.004 0.001
H -5.726 2.401 -5.586 -0.005 -0.002 0.001
H -3.439 1.577 -5.624 0.000 -0.002 0.005
H -1.514 0.640 -4.466 -0.002 -0.005 0.005
H -0.477 2.582 -2.271 0.022 -0.025 -0.011
H 1.257 3.744 -3.562 -0.002 0.000 0.000
H 2.853 3.571 -5.542 0.000 0.000 0.001
H 3.697 2.044 -5.826 0.003 0.003 0.003
H 4.053 3.004 -4.390 -0.006 -0.004 0.000
H 2.861 -0.005 -4.844 0.002 0.003 0.000
H 1.151 -1.188 -3.549 0.032 0.018 0.052
F 2.311 5.440 6.592 0.027 -0.023 0.013
C 1.433 5.864 5.670 0.003 -0.015 0.011
F 1.810 7.087 5.284 0.010 0.033 -0.025
F 0.243 5.975 6.280 -0.046 0.001 0.005
C 1.362 4.903 4.510 0.025 0.013 -0.014
C 2.062 5.165 3.341 -0.003 -0.009 -0.010
C 2.010 4.263 2.291 -0.062 0.020 0.016
C 1.257 3.093 2.417 0.060 0.037 -0.094
C 0.562 2.834 3.602 0.025 -0.021 0.027
C 0.616 3.740 4.645 -0.049 -0.016 0.004
C 1.187 2.153 1.344 0.163 0.200 -0.197
C 1.129 1.330 0.436 -0.326 -0.262 0.189
H 2.638 6.074 3.246 -0.001 0.003 0.007
H 2.542 4.463 1.371 0.002 -0.006 0.001
H -0.026 1.928 3.692 0.006 0.009 0.003
H 0.072 3.550 5.560 0.004 0.003 -0.001
C -0.671 -5.194 -0.286 -0.025 0.013 -0.003
Si 1.114 -4.688 -0.041 -0.094 -0.005 -0.071
C 1.606 -4.843 1.756 0.027 0.009 0.032
C 2.276 -5.665 -1.124 0.002 -0.044 -0.008
Ge 1.451 -2.347 -0.575 0.273 0.583 -0.012
Si -1.360 -2.631 -4.046 0.036 -0.021 -0.023
C -0.197 -4.058 -3.810 0.040 -0.015 -0.042
C -3.150 -3.057 -3.904 -0.029 -0.004 0.035
C -0.969 -1.758 -5.633 0.028 0.054 -0.022
Si 3.741 -1.877 -1.241 -0.001 0.049 -0.004
C 4.721 -2.763 0.096 0.013 -0.030 0.007
C 4.145 -0.046 -1.223 -0.008 0.035 -0.021
C 4.068 -2.626 -2.923 -0.040 -0.059 -0.030
H -1.041 -5.695 0.611 0.023 0.000 -0.008
H -0.756 -5.900 -1.113 -0.016 -0.003 -0.017
H -1.333 -4.348 -0.477 0.010 0.007 -0.003
H 1.426 -5.884 2.042 0.027 0.004 0.022
H 1.009 -4.215 2.419 -0.026 0.001 -0.015
H 2.661 -4.632 1.933 0.003 0.020 0.000
H 2.227 -6.720 -0.841 -0.006 0.002 -0.011
H 3.314 -5.346 -1.017 -0.013 0.007 0.008
H 2.003 -5.596 -2.179 0.000 0.003 -0.004
H -0.571 -4.762 -3.068 0.003 -0.006 0.061
H 0.794 -3.717 -3.494 0.002 0.014 -0.018
H -0.063 -4.602 -4.749 -0.033 -0.006 0.009
H -3.329 -3.834 -3.159 -0.011 0.027 0.023
H -3.533 -3.406 -4.865 0.021 -0.033 0.004
H -3.726 -2.174 -3.623 -0.006 0.023 -0.052
H -0.950 -2.537 -6.402 -0.002 0.006 -0.004
H 0.009 -1.276 -5.640 -0.041 -0.017 -0.032
H -1.723 -1.032 -5.931 -0.019 -0.007 0.005
H 4.917 -2.096 0.938 -0.026 -0.005 0.012
H 5.688 -3.072 -0.309 0.014 0.043 0.009
H 4.237 -3.660 0.485 0.003 -0.013 -0.039
H 3.309 0.586 -0.918 -0.023 -0.025 0.003
H 4.464 0.288 -2.211 -0.003 -0.008 -0.031
H 4.971 0.138 -0.532 0.000 -0.004 -0.012
H 3.932 -3.708 -2.930 0.000 -0.007 0.018
H 5.105 -2.418 -3.200 -0.006 -0.011 -0.004
H 3.431 -2.202 -3.702 0.005 0.024 0.017